Here is 14 unconnected molecules or ions with the total composition C62H164N26O12P6 at a distorted geometry from OMol25. Energies are from ωB97M-V with the def2-TZVPD basis set.

Computed properties:
orbital gap = 8.6 eV
max |F| = 4.18 eV/Å
energy = -6835.6730 a.u.
highest occupied orbital energy = -8.3265 eV
total charge = 0

Last column: Löwdin charge in e.
CARTESIAN COORDINATES (ANGSTROEM)
C: 6.2413 2.4513 2.0613  -0.053
C: 1.6539 -3.0179 -8.1014  -0.134
H: 0.2039 -3.9672 -1.6163  0.067
H: -2.5714 -1.1533 1.2880  0.057
H: -4.8791 -0.3245 -0.2693  0.055
N: -3.8122 0.2000 6.5529  -0.297
C: -2.4507 4.3650 -4.3792  -0.033
H: -2.1303 5.3220 -3.9566  0.105
H: 1.9403 1.8903 -7.5580  0.102
H: -1.2690 -5.9986 3.0355  0.094
C: 0.1854 -8.4610 0.7697  -0.116
H: -5.8605 0.6111 1.6136  0.068
H: 3.8722 4.9627 -5.5345  0.075
C: -1.0762 2.9331 -1.0863  -0.109
H: -0.5930 3.7988 -0.5979  0.071
H: -7.7947 -1.6832 1.0054  0.084
C: 2.0288 2.5454 4.3646  -0.309
H: -2.9850 -2.0434 3.8678  0.061
N: 1.2035 3.1797 5.2200  -0.181
O: -4.9741 -1.7876 7.9279  -0.302
O: 3.5760 8.3790 1.3936  -0.302
H: -0.4551 0.8970 -2.8327  0.050
H: 5.2481 -1.4387 -1.2914  0.064
H: 2.0143 -8.9991 -0.9196  0.091
C: 3.0695 -5.3589 -0.4825  -0.131
H: -5.7477 2.7888 -3.0274  0.083
H: -0.8833 3.2448 5.2705  0.086
C: -6.6766 1.2691 1.8966  -0.122
C: -4.5268 -3.9943 0.8943  -0.218
H: -1.7439 0.3006 -1.7380  0.079
H: -4.4238 -0.2615 4.6070  0.060
N: 5.9684 1.3079 1.2148  -0.166
H: 2.4452 4.1617 -0.1610  0.057
H: 2.2207 4.8217 -5.8285  0.080
H: -2.0179 -4.6709 -3.6861  0.050
C: 1.4830 3.1087 6.6174  -0.052
H: -4.0361 -0.1070 -1.7838  0.084
H: -2.3888 -3.1902 -2.4331  0.056
H: -1.6658 0.5016 -6.2923  0.144
N: 0.9561 -7.4944 0.0267  -0.317
H: -4.6691 3.2321 -1.7955  0.079
H: 1.5192 1.8444 -5.8556  0.087
C: 2.9842 -1.2960 5.1976  -0.165
H: 0.0250 0.9749 -9.0196  0.095
H: 1.2491 -5.9128 -7.6248  0.085
C: 1.2820 -3.8439 -1.3564  -0.129
H: -1.4027 4.6752 -7.5342  0.097
N: 0.3286 -5.5616 1.6790  -0.299
N: -4.5615 -3.0921 1.6109  0.164
H: -3.4208 4.0148 -4.0734  0.067
H: -1.1937 -1.2717 0.2034  0.064
H: 2.2419 1.0769 -1.1989  0.057
H: -3.2845 -2.1290 9.7567  0.069
H: 1.6717 2.4988 3.3264  0.101
O: -0.8913 -5.6509 -0.5966  -0.307
H: 5.2688 6.1327 2.1841  0.072
H: 3.0173 -0.2524 4.8776  0.077
H: -2.7426 0.3463 2.8151  0.054
H: -1.6448 -4.9010 1.6787  0.055
N: -7.4059 -0.3970 -0.6272  -0.287
H: -0.3523 -5.4366 -6.9859  0.074
H: 0.9647 5.1126 1.4377  0.035
H: -0.1169 -0.2398 -1.6492  0.066
H: -8.8957 2.9882 -0.0097  0.070
H: -4.2310 1.9633 -2.9489  0.075
C: 1.6764 3.6862 -3.2428  -0.055
H: 6.1966 0.0914 -4.4042  0.080
H: 1.9628 -0.3718 -4.2816  0.089
C: -4.5144 0.4401 -0.9390  -0.156
H: -2.6872 1.8592 7.1989  0.066
H: 1.7352 3.0236 -2.3666  0.067
H: 2.3723 -3.5991 -8.6760  0.093
H: 4.7714 3.1334 -4.6165  0.135
H: 2.1890 -0.9455 2.1493  0.080
H: -4.0631 1.4266 4.9245  0.072
C: -0.6969 0.9691 -6.0153  -0.300
H: -1.9277 1.9549 2.8428  0.067
N: -3.7700 -2.3438 5.7455  -0.301
H: 0.7328 -5.2763 -3.3737  0.063
H: 0.8733 -8.1520 -2.0021  0.081
O: -0.6402 -2.0089 -6.2796  -0.267
N: 6.5790 -1.1464 -2.7865  -0.189
H: 3.6690 -5.0449 -1.3603  0.096
C: 3.1653 -2.7116 7.3335  -0.113
H: 1.1900 -6.3281 3.4379  0.077
P: 0.4264 -5.8944 0.0547  0.585
H: 2.2345 -6.4593 2.0340  0.077
H: -6.6583 -0.8214 -2.4970  0.076
H: -0.1334 3.6621 3.7246  0.067
P: 0.2794 -3.0744 -5.8196  0.538
P: -3.8083 -1.3918 7.0875  0.501
H: 7.1001 1.1024 -0.6659  0.095
C: -0.0391 3.7593 4.8047  -0.055
C: 0.5039 -5.1059 -7.5994  -0.098
C: 0.6513 8.5555 1.3190  -0.104
H: 3.9464 7.6591 -0.8134  0.068
H: -0.2035 6.0926 0.5770  0.074
H: 2.6734 0.8244 2.3618  0.076
H: 0.7917 -9.3991 0.9443  0.100
H: 4.8027 5.0020 3.5638  0.083
C: -7.0623 -1.3520 -1.6582  -0.117
C: -1.3434 4.8974 -6.4466  -0.079
N: 1.5547 -2.3741 -4.9886  -0.271
H: -2.0856 3.0533 -0.7618  0.071
H: -3.5552 4.7480 -7.5649  0.134
H: 1.6020 6.0353 4.0399  0.037
H: 1.2485 4.0797 7.0861  0.097
H: -4.9379 -3.6715 4.6557  0.067
C: 3.8904 2.9188 -3.9805  -0.281
H: 4.1571 4.0226 0.2650  0.069
C: 5.6316 0.0790 1.6467  -0.345
H: 0.9294 -2.6309 -8.8061  0.071
N: 1.7016 -5.1032 -0.7998  -0.310
P: -7.1035 1.2062 -0.8762  0.482
H: -0.7249 -4.3034 3.0393  0.048
H: -2.3191 -3.4628 4.6600  0.072
H: 3.5459 -2.0875 -5.6401  0.085
H: -1.4866 -2.1804 9.7835  0.070
H: 4.9687 6.1902 -1.0770  0.076
H: -0.4841 -1.6264 7.1386  0.067
H: 3.4043 -2.7938 -4.0573  0.045
C: -2.3717 -2.3002 9.1893  -0.082
H: -1.1795 0.4811 3.5095  0.074
H: 0.1608 -4.9859 -8.6351  0.086
C: -0.8845 -5.1702 2.4026  -0.088
H: -0.5966 -0.2742 8.2346  0.079
C: -4.6086 -3.5241 5.6856  -0.121
C: -5.0412 2.3390 -2.3202  -0.094
H: -3.4024 0.9554 8.5354  0.080
H: -9.0623 2.5373 1.6599  0.067
H: 2.2266 -0.7972 7.2231  0.102
H: -7.9012 3.7475 1.2473  0.087
H: 2.5469 7.2521 4.8708  0.094
H: 6.2446 2.6459 -0.2730  0.083
H: 5.3463 1.2657 -0.8702  0.075
C: -3.5840 1.3032 7.5158  -0.096
C: 3.9633 6.5727 -0.9071  -0.086
H: -8.6718 -0.1922 1.0671  0.070
N: -7.2603 1.7956 0.6819  -0.301
C: 1.8892 0.1006 2.0632  -0.105
H: -3.0878 -2.4312 -1.0043  0.050
C: 7.5860 -1.5028 -2.0099  -0.358
O: 5.4711 -0.9043 0.9438  -0.010
H: -0.5022 4.3119 -6.0545  0.072
O: -0.5193 1.5020 -4.9149  -0.051
C: -0.1060 0.2442 -8.2177  -0.043
C: -4.5250 0.5309 5.3382  -0.120
H: 4.7015 -0.4332 -2.7189  0.068
N: -1.2583 0.5180 1.3912  -0.260
C: 2.9351 4.9740 -5.0010  -0.048
H: 1.5336 -1.5316 -2.9516  0.067
C: 2.9313 -2.7986 -5.0423  -0.140
C: 0.3857 6.0345 1.4872  -0.088
H: 0.2650 8.5245 0.2977  0.079
C: 0.5582 -5.3401 -4.4742  -0.094
H: 3.3328 -4.7101 0.3654  0.086
C: 1.3692 -1.2767 -4.0109  -0.084
H: 3.0924 -3.7583 -5.5393  0.074
H: -1.7708 3.5489 -4.0957  0.062
H: -1.1848 0.0213 -8.1542  0.095
H: -0.2895 5.9793 2.3496  0.078
C: -1.7992 -4.4314 -4.7083  -0.082
C: -8.3285 2.7739 0.9050  -0.122
C: 6.2023 1.5425 -0.2119  -0.031
H: -4.4361 2.0062 7.5951  0.090
H: 3.3846 6.2942 -1.8025  0.061
H: -3.7028 0.9798 -0.4157  0.077
N: -5.5420 1.3110 -1.3956  -0.283
H: 1.4334 9.3073 1.4544  0.068
H: 4.0742 -3.2565 7.0541  0.076
H: -4.1443 -4.4510 6.0580  0.086
O: 0.3470 2.6284 1.4334  -0.303
H: -6.1203 2.0444 2.4296  0.078
H: 6.9568 -1.4570 -4.8062  0.096
C: -0.7004 0.6862 -1.7923  -0.116
O: -7.9500 1.9062 -1.8429  -0.275
H: 2.1255 -2.1499 -7.6333  0.069
N: 1.2239 7.2533 1.6730  -0.299
N: -0.3507 -4.2617 -4.8600  -0.300
H: 7.2687 -1.9626 -1.0468  0.136
H: 0.1167 -6.3261 -4.6302  0.090
N: 2.8791 3.8527 -4.0473  -0.179
C: -8.3210 -0.9631 0.3669  -0.090
O: 3.8415 1.8870 -3.2684  -0.048
N: -0.3299 1.7188 -0.8577  -0.271
H: -1.4425 -0.1663 6.7128  0.066
H: -5.5737 -3.3778 6.2348  0.087
H: -2.2522 -5.1480 -5.3714  0.073
N: 1.4488 0.4214 0.6837  -0.262
H: 1.5338 -5.1792 -4.9681  0.072
C: -1.4985 -0.9253 1.2006  -0.105
H: 7.2829 2.7920 1.9306  0.103
N: 3.3455 6.4169 2.9991  -0.289
H: -2.4352 -3.3697 8.9479  0.079
C: 2.5497 0.8326 -0.1902  -0.098
C: -1.8196 0.8938 2.7228  -0.088
H: 1.9756 -4.8826 2.8062  0.077
H: 0.4330 -0.6885 -8.3274  0.050
C: -2.7710 -3.3816 -1.4249  -0.118
H: 3.2718 0.0214 -0.2183  0.066
C: 4.7604 6.0341 3.1377  -0.108
H: 2.5294 2.9271 6.8036  0.083
H: 3.9834 -0.7018 7.0740  0.111
P: 2.8746 7.0873 1.5611  0.501
N: 1.0474 -3.8386 -7.1115  -0.309
C: 2.6126 6.3073 4.2817  -0.082
H: 6.1081 2.1199 3.0932  0.090
H: 2.7432 5.9359 -4.4989  0.090
H: -1.1977 5.9800 -6.2388  0.103
H: 1.4729 -3.0410 -0.6186  0.094
H: -1.0197 -1.4660 2.0104  0.065
H: 0.8766 2.3901 7.1711  0.087
N: 0.6881 -2.3067 4.4421  0.185
H: 1.0557 0.2295 2.7614  0.057
O: -4.8240 4.1927 -6.0454  -0.036
P: 0.0485 1.3506 0.7172  0.558
H: -4.8374 -3.7307 -1.8980  0.096
H: 3.8048 -1.9173 4.8172  0.128
H: 2.1668 0.3226 -6.7428  0.094
H: -5.3176 -5.4785 -0.3827  0.107
H: 4.7944 -2.2255 -2.7833  0.060
C: -1.1871 -0.8699 7.5262  -0.153
H: 5.4776 0.0389 2.7276  0.129
H: 1.3960 4.6590 -2.7903  0.093
H: 7.8701 -0.1333 -3.9883  0.081
N: 3.3182 6.0321 0.3129  -0.276
H: 0.0422 -8.0472 1.7709  0.068
H: -1.7899 -1.8829 5.1714  0.028
H: 2.8957 4.3432 1.4663  0.066
H: -3.7749 -5.1262 -2.2370  0.105
C: -2.6491 -2.4418 4.8364  -0.115
H: -1.9618 -3.8433 -0.8742  0.035
H: -5.5920 0.7859 5.4624  0.090
H: 5.6045 3.2963 1.8778  0.048
C: 1.5535 1.2254 -6.7687  -0.079
H: -7.3946 0.8845 2.6052  0.077
H: -0.1237 8.8121 2.0648  0.085
H: 3.0606 5.5388 4.9270  0.077
C: 5.2088 -1.3218 -2.3779  -0.038
H: -6.3494 -2.0823 -1.2696  0.059
H: -2.1867 -3.4758 -5.0933  0.083
H: 2.2660 -3.2812 7.1065  0.070
H: 5.2869 6.7437 3.7849  0.086
H: 2.3391 -7.3846 -1.6239  0.048
H: 0.8570 3.2529 -3.8823  0.078
O: 3.0671 1.9337 4.6611  -0.046
N: -2.5302 4.4384 -5.8148  -0.211
H: -9.1961 -1.4434 -0.0383  0.076
H: -0.0739 4.8090 5.0795  0.082
H: -0.9500 3.2013 -2.1263  0.053
H: -7.8883 -1.9778 -2.0447  0.093
C: -3.6718 4.4632 -6.5010  -0.304
H: 3.1124 1.7008 0.1891  0.073
C: 3.2268 4.5857 0.4493  -0.129
C: -4.3680 -5.0029 -0.1639  -0.156
C: 1.7068 -1.8408 4.7740  -0.222
O: 8.8152 -1.3718 -2.1760  -0.031
H: 3.2866 -2.5643 8.4015  0.067
C: 1.4787 -5.8227 2.5299  -0.120
H: 1.7622 -3.6176 -2.3379  0.066
C: 3.1085 -1.2880 6.7688  -0.235
H: -3.6223 -5.7597 0.1208  0.109
H: 3.3215 -6.3916 -0.2693  0.066
C: -3.9715 -4.3036 -1.5255  -0.227
H: 0.3506 -0.9106 -4.0952  0.054
N: 0.2509 0.8843 -6.9699  -0.214
C: 1.5880 -8.0151 -1.1872  -0.111
C: 6.9304 -0.6439 -4.0793  -0.037
H: -0.7596 -8.7329 0.2713  0.090
N: -2.4222 -1.4456 7.9807  -0.294